Record 1
{"formula": "C21H68N14O11", "method": "ωB97M-V/def2-TZVPD", "e_tot_ha": -2434.96029, "spin_multiplicity": 1, "charge": 0, "orbital_gap_ha": 0.33538, "species": ["C", "O", "C", "C", "C", "N", "H", "H", "H", "H", "H", "H", "H", "H", "H", "H", "H", "C", "O", "C", "C", "C", "N", "H", "H", "H", "H", "H", "H", "H", "H", "H", "H", "H", "C", "O", "C", "C", "C", "N", "H", "H", "H", "H", "H", "H", "H", "H", "H", "H", "H", "C", "O", "C", "C", "C", "N", "H", "H", "H", "H", "H", "H", "H", "H", "H", "H", "H", "N", "C", "N", "O", "H", "H", "H", "H", "N", "C", "N", "O", "H", "H", "H", "H", "N", "C", "N", "O", "H", "H", "H", "H", "N", "C", "N", "O", "H", "H", "H", "H", "N", "C", "N", "O", "H", "H", "H", "H", "O", "H", "H", "O", "H", "H"], "positions_angstrom": [[1.3813, -8.6764, 7.9853], [0.7692, -7.7845, 7.1075], [1.4759, -7.5050, 5.8591], [0.6232, -6.5437, 4.9265], [-0.3312, -7.2697, 3.9609], [1.5211, -5.7825, 4.0960], [1.3091, -9.7362, 7.7412], [0.9862, -8.5060, 8.9868], [2.4324, -8.3991, 8.0658], [2.4481, -7.0845, 6.1161], [1.5012, -8.5112, 5.4409], [0.0391, -5.8236, 5.4995], [0.0786, -7.5918, 3.0036], [-1.1518, -6.5980, 3.7088], [-0.7212, -8.1280, 4.5079], [1.8812, -5.0242, 4.6576], [2.3026, -6.3514, 3.8034], [8.0347, -2.6690, -2.7262], [7.1695, -3.7540, -2.9436], [5.8642, -3.3625, -3.3909], [4.9820, -4.5627, -3.6790], [3.5931, -4.3674, -4.2346], [4.5969, -5.3941, -2.5941], [9.0762, -2.9580, -2.8678], [7.7191, -2.1786, -1.8053], [7.8312, -1.9595, -3.5282], [5.5432, -2.6130, -2.6675], [5.8794, -2.9144, -4.3844], [5.4345, -5.2379, -4.4054], [3.7445, -3.6422, -5.0342], [2.8791, -4.0440, -3.4772], [3.2236, -5.2743, -4.7134], [3.9209, -4.8223, -2.1080], [5.4360, -5.4702, -2.0371], [-4.5860, 1.3520, -7.0819], [-5.2314, 0.3835, -8.0045], [-6.0062, -0.5584, -7.4164], [-5.1729, -1.6220, -6.6358], [-4.1803, -2.5066, -7.4715], [-6.0936, -2.5964, -6.1060], [-3.6356, 0.9947, -6.6855], [-5.1174, 1.4932, -6.1407], [-4.3524, 2.3160, -7.5338], [-6.8429, -0.0485, -6.9391], [-6.3847, -1.0115, -8.3327], [-4.5697, -1.1012, -5.8922], [-3.5436, -1.9985, -8.1957], [-4.9027, -3.1114, -8.0198], [-3.5138, -3.1310, -6.8766], [-5.5567, -3.3781, -5.7583], [-6.6899, -2.1878, -5.4007], [-5.5337, 10.9247, 0.4050], [-4.6588, 9.7725, 0.6332], [-5.2976, 8.4628, 0.6228], [-4.3666, 7.4497, 1.4088], [-2.9349, 7.2781, 0.8955], [-5.0448, 6.2023, 1.6667], [-6.0183, 10.8862, -0.5706], [-4.9299, 11.8313, 0.4440], [-6.2996, 11.1399, 1.1501], [-6.3055, 8.4745, 1.0375], [-5.5160, 8.0738, -0.3717], [-4.3737, 7.8645, 2.4168], [-2.9419, 6.8910, -0.1234], [-2.3391, 6.5478, 1.4429], [-2.4836, 8.2703, 0.9032], [-5.8328, 6.4422, 2.2512], [-4.5404, 5.7389, 2.4090], [-2.3184, -0.2314, 6.0805], [-2.3984, 0.9650, 5.7914], [-1.2478, 1.4470, 5.6077], [-3.4222, 1.5923, 5.8482], [-3.0361, -0.8016, 6.5047], [-1.4977, -0.6202, 5.6385], [-1.0296, 2.4310, 5.6730], [-0.4654, 0.8083, 5.6146], [0.1236, -0.7750, 0.2645], [0.8214, 0.2511, 0.0215], [0.2359, 0.9088, -0.9239], [1.9083, 0.5833, 0.4619], [0.4090, -1.4335, 0.9752], [-0.7874, -0.8713, -0.1606], [-0.5943, 0.5228, -1.3504], [0.6685, 1.7275, -1.3273], [-5.2812, -0.7634, -0.3303], [-5.8259, -1.7002, 0.3979], [-6.0770, -1.3246, 1.6280], [-6.0453, -2.8586, -0.0032], [-5.3269, -1.1157, -1.2758], [-5.6055, 0.1790, -0.1667], [-6.3646, -2.1601, 2.1171], [-5.6147, -0.5016, 1.9873], [6.1946, -1.2204, 6.8889], [5.4312, -1.2390, 5.8422], [6.1753, -1.2437, 4.7865], [4.2498, -0.9679, 5.7842], [7.1773, -1.4438, 6.9559], [5.6628, -1.1669, 7.7459], [7.1172, -1.5946, 4.8853], [5.6591, -1.0626, 3.9374], [4.6433, 6.9407, -5.4630], [4.4735, 5.6285, -5.3433], [5.0396, 5.0032, -6.2055], [3.7404, 5.1768, -4.4884], [4.8420, 7.2569, -6.4014], [4.3971, 7.5830, -4.7236], [5.0329, 3.9934, -6.1906], [5.6713, 5.3868, -6.8939], [3.6763, 7.0623, 0.4144], [3.3696, 6.4785, -0.2793], [4.1520, 6.4903, 1.0167], [5.5333, 4.1080, 3.5669], [5.4567, 4.4118, 4.4714], [5.4001, 3.1616, 3.6194]], "atomic_forces_ev_per_a": [[0.9, 0.6, 0.4], [-0.8, 1.0, -0.8], [-2.3, -0.6, 1.2], [0.7, -1.1, -0.4], [-0.5, -0.2, 1.1], [0.4, 1.0, 0.0], [-0.2, -0.1, -0.3], [-0.3, -0.1, -0.1], [0.4, -0.3, 0.0], [0.2, 0.0, -0.3], [0.8, 0.1, -0.9], [0.1, -0.3, 0.4], [0.5, 0.0, 0.3], [-0.1, -0.1, 0.1], [-0.4, -0.2, -0.3], [0.4, 0.2, -0.2], [0.1, 0.0, -0.2], [-1.1, 0.5, -1.0], [-0.5, -1.3, -0.6], [0.6, 0.0, -0.5], [-1.3, -1.5, -0.1], [0.5, 1.7, -2.0], [1.3, -0.6, 1.9], [-0.1, -0.2, 0.7], [0.8, 0.1, 0.4], [0.2, 0.5, -0.1], [-0.9, -0.1, 0.0], [0.7, 0.7, -0.1], [0.9, 0.4, -0.1], [-1.0, 0.4, -0.2], [0.0, 0.3, -0.2], [0.2, 0.0, 0.3], [0.0, -0.4, 0.9], [-0.1, -0.5, 0.9], [0.0, -1.2, 0.0], [3.0, 4.1, 0.4], [0.3, -1.8, -0.9], [0.5, 0.1, -0.5], [-1.1, 1.0, -0.7], [-0.3, 0.1, 0.2], [0.3, -0.5, -0.5], [-0.9, 0.1, -0.3], [-0.6, -0.2, -0.5], [-0.2, -0.5, 0.9], [-0.7, -0.8, 0.4], [-0.1, 0.2, 0.4], [-0.2, 0.4, 0.1], [0.5, -0.5, -0.3], [-0.3, 0.0, 0.3], [-0.4, -0.1, 0.4], [0.0, -0.3, 0.3], [0.7, -0.5, -0.1], [-1.5, 0.1, 0.0], [1.0, -0.3, 0.0], [-0.4, 1.5, 1.0], [-0.8, 0.3, -0.5], [-0.9, -1.2, -0.2], [0.0, -0.2, -0.1], [0.5, -0.3, -0.2], [-0.1, -0.8, 0.4], [0.1, 0.3, 0.8], [0.6, 0.2, -0.6], [0.9, 1.0, 0.0], [-0.1, 0.2, -0.2], [-0.2, 0.2, 0.5], [0.3, -0.2, 0.0], [-0.9, 0.2, -0.4], [0.8, -0.5, -0.3], [0.7, -9.9, 1.2], [-4.7, 4.8, 0.8], [7.1, 3.8, -1.9], [-2.4, 2.0, -0.1], [0.1, 0.3, -0.6], [-0.5, -1.4, 0.8], [-0.4, -0.3, -0.4], [0.1, 0.7, 0.2], [-2.8, -6.2, 2.9], [3.9, 2.5, -0.2], [-2.0, 3.7, -4.0], [0.6, -0.2, 1.0], [-0.2, 0.1, -0.2], [0.3, -0.3, 0.5], [0.4, 0.6, -0.2], [-0.1, -0.3, 0.1], [1.2, 1.8, -3.1], [-0.8, -3.7, -0.1], [-0.9, -0.2, 2.1], [0.2, 1.2, 0.2], [0.3, 0.8, -0.4], [0.1, 0.0, -0.3], [0.1, 0.7, 1.1], [-0.3, -0.5, 0.6], [0.7, -0.5, 5.7], [-1.5, 2.0, -0.9], [1.7, -0.7, -4.3], [-1.4, -0.5, 0.8], [-0.5, 0.1, -0.3], [0.5, -0.1, 0.2], [-0.3, 0.2, -1.0], [0.8, -0.4, -0.3], [0.7, 3.3, -0.5], [-5.2, 4.6, 6.7], [5.6, -7.3, -8.3], [-0.5, -1.2, 1.5], [0.0, 0.6, 0.6], [-0.2, -0.3, -0.4], [-0.3, 0.2, 0.1], [-0.1, 0.1, 0.4], [0.0, 0.3, 0.0], [-0.1, -0.1, -0.2], [0.1, -0.2, 0.2], [0.1, 0.2, -0.2], [0.0, 0.1, 0.2], [-0.1, -0.3, 0.0]]}


Record 2
{"formula": "C3H7ClS", "method": "ωB97M-V/def2-TZVPD", "e_tot_ha": -976.72832, "spin_multiplicity": 1, "charge": 0, "orbital_gap_ha": [0.30613, 0.29276], "species": ["C", "C", "C", "S", "Cl", "H", "H", "H", "H", "H", "H", "H"], "positions_angstrom": [[-1.8050, 1.0277, -0.6042], [0.8326, -1.3381, 1.1962], [0.7239, 0.3905, -0.9505], [0.7958, -1.2830, -0.6069], [1.4535, 1.5323, 0.0189], [-1.7315, 1.9337, -1.2414], [-1.4235, 0.9278, 0.4593], [-2.3709, 0.3158, -1.1319], [0.0495, -0.7295, 1.5700], [1.7413, -1.0444, 1.5446], [0.6532, -2.3134, 1.7291], [1.0812, 0.5806, -1.9833]], "atomic_forces_ev_per_a": [[2.1, 1.2, 0.3], [-2.1, -1.8, -0.1], [-0.7, -0.1, -1.8], [0.2, -1.5, 0.3], [0.7, 1.3, 1.5], [0.2, -0.3, 1.2], [-0.9, 0.4, -1.7], [-0.5, -1.3, 0.1], [-0.6, 0.9, 0.4], [2.6, 1.2, 0.9], [0.0, 0.4, -1.5], [-0.9, -0.4, 0.4]]}